{
  "formula": "C2HClF2",
  "method": "ωB97M-V/def2-TZVPD",
  "multiplicity": 1,
  "gap_ev": 10.633,
  "lumo_energy_ev": 0.8,
  "smiles": "F/C=C(\\F)Cl",
  "elements": ["F", "C", "C", "F", "Cl", "H"],
  "xyz": [[-0.67, -1.19, 1.13], [0.13, -0.20, 0.68], [-0.05, 0.24, -0.56], [-0.88, -0.48, -1.29], [0.77, 1.48, -1.46], [0.71, 0.15, 1.51]],
  "lowdin_charge": [0.025, -0.137, -0.738, 0.036, 0.697, 0.118]
}



{
  "formula": "C22H28N6PdS",
  "method": "ωB97M-V/def2-TZVPD",
  "multiplicity": 1,
  "charge": 2,
  "gap_ev": [5.828, 5.834],
  "lumo_energy_ev": [-8.6, -8.6],
  "elements": ["Pd", "C", "C", "N", "C", "C", "N", "C", "C", "N", "H", "H", "H", "H", "H", "H", "H", "H", "H", "H", "H", "H", "H", "H", "H", "C", "C", "C", "C", "N", "C", "C", "C", "C", "C", "C", "C", "H", "H", "H", "H", "H", "H", "H", "H", "C", "C", "C", "C", "N", "C", "S", "N", "H", "H", "H", "H", "H"],
  "xyz": [[0.40, -0.22, -0.84], [1.63, -2.61, -2.49], [2.72, -1.91, -1.67], [2.52, -0.45, -1.68], [2.77, 0.17, -3.00], [1.80, 1.32, -3.24], [0.45, 1.00, -2.76], [-0.44, 0.24, -3.66], [0.00, -1.21, -3.81], [0.35, -1.85, -2.51], [1.96, -2.78, -3.52], [1.46, -3.59, -2.05], [2.66, -2.23, -0.63], [3.70, -2.19, -2.06], [3.13, -0.04, -0.98], [3.79, 0.54, -3.06], [2.66, -0.59, -3.77], [2.14, 2.20, -2.69], [1.78, 1.58, -4.30], [-0.02, 1.88, -2.54], [-1.44, 0.27, -3.22], [-0.49, 0.69, -4.65], [-0.82, -1.76, -4.29], [0.85, -1.28, -4.48], [-0.40, -2.48, -2.24], [-2.82, -2.95, 0.29], [-2.43, -3.36, 1.56], [-1.33, -2.78, 2.15], [-0.62, -1.80, 1.46], [-0.99, -1.45, 0.22], [-2.07, -1.99, -0.35], [0.54, -1.07, 1.95], [1.01, -1.11, 3.26], [2.11, -0.34, 3.63], [2.73, 0.48, 2.70], [2.25, 0.55, 1.40], [1.19, -0.24, 1.05], [-3.69, -3.37, -0.20], [-2.99, -4.12, 2.08], [-1.02, -3.07, 3.14], [-2.35, -1.61, -1.32], [0.52, -1.72, 4.00], [2.47, -0.38, 4.65], [3.58, 1.09, 2.99], [2.71, 1.24, 0.69], [-4.06, 2.61, 3.69], [-2.88, 3.09, 2.90], [-2.24, 4.30, 3.18], [-1.12, 4.64, 2.42], [-0.68, 3.87, 1.44], [-1.38, 2.74, 1.22], [-0.92, 1.82, -0.17], [-2.43, 2.30, 1.93], [-4.40, 3.36, 4.39], [-3.80, 1.71, 4.24], [-4.88, 2.35, 3.01], [-2.60, 4.95, 3.96], [-0.58, 5.55, 2.60]],
  "lowdin_charge": [0.911, -0.152, -0.168, -0.107, -0.152, -0.151, -0.164, -0.175, -0.156, -0.075, 0.122, 0.132, 0.118, 0.136, 0.104, 0.141, 0.108, 0.134, 0.138, 0.055, 0.117, 0.137, 0.137, 0.113, 0.099, -0.013, 0.000, 0.036, -0.203, 0.003, -0.108, -0.185, 0.008, -0.036, -0.035, -0.095, -0.167, 0.126, 0.131, 0.127, 0.121, 0.122, 0.123, 0.124, 0.109, -0.013, -0.301, 0.045, -0.086, 0.068, -0.780, 0.845, 0.108, 0.086, 0.092, 0.093, 0.126, 0.125]
}



Short version: energy = -20046.1799, -46507.8592 eV, in the order given.
Short version: relative energy (zero: lowest compared OMol25 entry of this formula, charge and spin) = 46.1, 237.6 kJ/mol, in the order given.
Short version: maximum force = 0.0214, 0.0403 hartree/bohr, in the order given.